A cluster of 9 separate species, ClH16O12 in total in a non-equilibrium geometry. Source: the OMol25 dataset; level of theory: ωB97M-V/def2-TZVPD.

Geometry as ORCA input:
```
! wB97M-V def2-TZVPD RIJCOSX def2/J DEFGRID3
* xyz -1 1
Cl -26.395 -1.683 0.073
O -26.792 -1.320 -1.358
O -24.912 -1.907 0.085
O -26.698 -0.565 0.976
O -27.126 -2.946 0.503
O -23.855 0.341 -1.144
H -24.511 0.952 -0.852
H -24.024 -0.377 -0.539
O -23.907 -4.308 -0.197
H -23.337 -4.126 -0.918
H -24.391 -3.523 -0.084
O -26.300 1.927 -0.290
H -26.044 2.426 0.478
H -26.563 1.013 -0.082
O -26.215 -1.514 -4.583
H -26.259 -2.326 -5.003
H -26.106 -1.931 -3.724
O -24.194 0.650 1.754
H -25.110 0.635 1.851
H -23.924 1.570 1.878
O -24.188 -2.108 -2.796
H -23.592 -1.575 -3.326
H -24.797 -1.463 -2.375
O -26.387 -1.543 3.522
H -26.555 -0.652 3.660
H -26.692 -1.574 2.633
O -25.845 -4.588 2.071
H -26.543 -4.086 1.648
H -25.364 -4.919 1.342
*
```

Summary:
* relative energy (zero: lowest compared OMol25 entry of this formula, charge and spin): 168.3 kJ/mol
* LUMO energy: 2.7 eV